# 1
96
Properties=species:S:1:pos:R:3 method="wB97M-V/def2-TZVPD" fmax_ha_per_bohr=0.084 multiplicity=1 lumo_ev=-0.27
Cd -21.984 1.888 17.471
Cl -25.718 -1.367 17.592
O -25.473 -0.047 18.096
O -26.665 -1.167 16.533
O -24.497 -1.822 17.036
O -26.219 -2.253 18.634
Cl -23.340 6.942 16.418
O -23.921 6.288 17.550
O -24.023 6.889 15.211
O -23.115 8.308 16.709
O -22.089 6.354 16.143
C -19.929 0.759 22.459
C -20.705 -0.533 22.821
C -21.975 -0.222 23.622
O -21.560 0.387 24.893
C -22.624 0.842 25.703
N -21.016 -1.097 21.485
H -19.347 1.129 23.303
H -20.670 1.513 22.192
H -19.188 0.455 21.719
H -20.086 -1.209 23.411
H -22.474 -1.187 23.704
H -22.630 0.514 23.155
H -22.158 1.497 26.439
H -23.125 0.072 26.290
H -23.373 1.427 25.170
H -20.149 -1.428 21.086
H -21.510 -1.964 21.640
C -21.056 5.466 19.781
C -21.056 3.963 19.365
C -22.178 3.238 20.037
O -22.508 1.954 19.414
C -23.289 1.183 20.161
N -21.298 3.875 17.930
H -21.140 5.521 20.866
H -21.914 6.005 19.377
H -20.112 5.950 19.530
H -20.151 3.509 19.767
H -23.141 3.744 20.109
H -21.990 3.100 21.102
H -22.821 1.167 21.146
H -23.183 0.126 19.918
H -24.312 1.531 20.303
H -20.503 4.078 17.341
H -21.806 4.717 17.700
C -25.341 2.451 15.054
C -24.009 2.026 15.776
C -22.777 2.468 14.982
O -21.451 2.329 15.566
C -20.408 2.800 14.665
N -23.904 2.609 17.140
H -25.298 2.248 13.984
H -25.391 3.540 15.039
H -26.200 2.008 15.557
H -23.910 0.948 15.902
H -22.728 3.520 14.704
H -22.875 1.997 14.003
H -20.440 3.890 14.682
H -20.507 2.457 13.636
H -19.400 2.568 15.008
H -24.096 3.599 17.074
H -24.767 2.314 17.573
C -22.634 -0.843 13.500
C -21.262 -1.423 13.684
C -20.756 -1.935 12.278
O -19.394 -2.424 12.400
C -18.799 -2.901 11.219
N -20.445 -0.352 14.170
H -23.282 -1.703 13.333
H -22.797 -0.221 12.620
H -22.978 -0.350 14.409
H -21.297 -2.243 14.401
H -20.682 -1.047 11.651
H -21.460 -2.615 11.799
H -19.049 -2.214 10.410
H -19.268 -3.859 10.998
H -17.732 -3.108 11.140
H -19.470 -0.617 14.199
H -20.386 0.456 13.566
C -20.587 -2.156 17.985
C -20.724 -0.619 18.018
C -19.457 0.045 17.515
O -19.746 1.379 17.623
C -18.596 2.156 17.736
N -21.891 -0.181 17.169
H -21.399 -2.651 18.518
H -19.686 -2.528 18.471
H -20.602 -2.451 16.936
H -20.901 -0.431 19.077
H -19.240 -0.363 16.528
H -18.611 -0.236 18.143
H -18.837 3.202 17.924
H -18.118 2.079 16.760
H -17.746 1.809 18.325
H -22.685 -0.775 17.359
H -21.544 -0.640 16.339

# 2
25
Properties=species:S:1:pos:R:3 method="wB97M-V/def2-TZVPD" fmax_ha_per_bohr=0.068 multiplicity=1 lumo_ev=1.03 relative_energy_kcal_mol=52.7 smiles="CCC(C)(C)N/C=C/N"
C 1.084 -0.257 -0.059
C -0.527 -1.169 -0.221
C 1.593 -0.021 -1.473
C 2.059 -1.102 0.743
C -1.227 -1.312 1.116
N 0.790 0.940 0.630
N -2.417 2.188 -0.718
C -0.322 1.711 0.352
C -1.221 1.448 -0.632
H 1.029 0.926 1.611
H -3.154 1.750 -1.268
H -2.775 2.478 0.180
H -1.231 -0.967 -1.028
H -0.090 -2.122 -0.526
H -0.580 2.413 1.135
H -0.950 1.009 -1.580
H 2.632 0.287 -1.448
H 1.524 -0.921 -2.082
H 2.068 -2.123 0.361
H 3.073 -0.707 0.677
H 1.781 -1.151 1.797
H 1.065 0.767 -1.997
H -1.999 -2.081 1.077
H -1.677 -0.379 1.448
H -0.530 -1.603 1.906

# 3
162
Properties=species:S:1:pos:R:3 method="wB97M-V/def2-TZVPD" fmax_ha_per_bohr=0.064 multiplicity=2 lumo_ev="0.69 / 0.04"
Cu -1.342 -0.100 -0.009
O -0.114 -1.520 -0.257
H 0.345 -1.217 0.476
O -1.612 3.767 0.012
C -1.148 2.562 0.331
O -2.063 1.703 0.139
O -0.012 2.340 0.788
H -0.968 4.496 0.041
C -7.908 1.260 -3.028
C -6.571 0.692 -2.546
N -6.120 1.117 -1.192
C -6.873 0.435 -0.133
C -6.516 -1.041 -0.065
C -6.077 2.587 -1.014
C -5.373 2.993 0.251
H -8.024 0.990 -4.066
H -7.918 2.377 -3.063
H -8.755 0.993 -2.491
H -6.563 -0.382 -2.604
H -5.763 1.107 -3.212
H -6.659 0.888 0.820
H -7.977 0.607 -0.205
H -6.879 -1.522 -0.981
H -5.477 -1.255 0.055
H -7.165 -1.460 0.744
H -7.090 3.034 -1.111
H -5.623 2.986 -1.931
H -5.218 4.070 0.259
H -4.312 2.641 0.193
H -5.794 2.660 1.208
C 0.145 0.052 3.075
C -1.372 0.213 3.068
N -2.071 -0.468 1.963
C -3.538 -0.016 1.826
C -4.403 -0.265 3.016
C -2.045 -1.939 2.340
C -2.794 -2.855 1.382
H 0.617 0.709 3.839
H 0.513 0.467 2.135
H 0.435 -0.950 3.246
H -1.837 -0.136 4.011
H -1.628 1.274 3.058
H -3.474 1.049 1.604
H -3.897 -0.495 0.936
H -4.197 0.403 3.844
H -5.422 0.064 2.750
H -4.549 -1.310 3.350
H -2.428 -2.047 3.339
H -0.993 -2.235 2.422
H -2.353 -2.709 0.404
H -3.848 -2.621 1.396
H -2.676 -3.897 1.668
C 4.065 1.509 0.554
C 4.233 1.348 2.068
N 5.207 0.269 2.408
C 5.479 0.251 3.862
C 6.720 -0.538 4.315
C 4.819 -1.060 1.885
C 3.477 -1.596 2.343
H 3.484 2.436 0.404
H 3.471 0.708 0.057
H 5.103 1.523 0.191
H 4.509 2.273 2.500
H 3.260 1.177 2.503
H 5.600 1.341 4.109
H 4.566 -0.066 4.446
H 6.943 -0.392 5.361
H 6.653 -1.633 4.220
H 7.568 -0.196 3.734
H 5.581 -1.821 2.114
H 4.813 -0.972 0.749
H 2.677 -1.004 1.869
H 3.461 -1.615 3.435
H 3.314 -2.630 2.044
C -3.520 -1.684 -1.845
C -2.147 -1.522 -2.534
N -1.517 -0.205 -2.288
C -2.358 1.015 -2.638
C -2.643 1.143 -4.090
C -0.165 -0.228 -2.973
C 0.700 0.999 -2.621
H -4.014 -2.633 -2.022
H -4.171 -0.893 -2.195
H -3.356 -1.553 -0.732
H -1.395 -2.239 -2.141
H -2.120 -1.605 -3.645
H -3.273 1.013 -1.989
H -1.731 1.823 -2.268
H -3.162 2.086 -4.298
H -1.734 1.192 -4.653
H -3.251 0.334 -4.509
H -0.245 -0.350 -4.057
H 0.218 -1.146 -2.518
H 0.421 1.879 -3.200
H 1.680 0.718 -2.853
H 0.615 1.217 -1.550
C 1.877 4.912 1.890
C 1.843 5.389 0.438
N 0.506 5.812 -0.071
C 0.452 6.094 -1.528
C 0.979 5.026 -2.453
C 0.009 7.002 0.695
C -1.472 7.232 0.526
H 1.899 5.729 2.648
H 2.847 4.403 2.017
H 1.037 4.210 2.071
H 2.615 6.175 0.296
H 2.162 4.586 -0.242
H -0.580 6.343 -1.749
H 0.943 7.067 -1.725
H 0.307 4.166 -2.425
H 0.971 5.388 -3.497
H 2.026 4.727 -2.240
H 0.600 7.886 0.363
H 0.295 6.840 1.741
H -1.736 7.057 -0.533
H -1.681 8.287 0.803
H -2.106 6.593 1.149
C 6.385 -0.022 -2.312
C 5.011 -0.214 -2.938
N 4.727 -1.627 -3.308
C 3.757 -1.718 -4.384
C 4.432 -1.577 -5.736
C 4.385 -2.422 -2.115
C 3.057 -2.038 -1.464
H 6.337 -0.220 -1.230
H 6.607 1.054 -2.398
H 7.189 -0.581 -2.816
H 4.256 0.181 -2.218
H 4.966 0.398 -3.832
H 3.234 -2.687 -4.410
H 2.972 -1.013 -4.204
H 4.509 -0.504 -6.060
H 5.444 -2.012 -5.762
H 3.793 -1.998 -6.507
H 5.220 -2.375 -1.408
H 4.293 -3.446 -2.489
H 2.368 -1.818 -2.303
H 3.140 -1.136 -0.871
H 2.651 -2.782 -0.771
C 2.401 -7.632 2.340
C 2.182 -6.273 1.607
N 1.008 -5.604 2.067
C 0.490 -4.638 1.108
C -0.234 -5.215 -0.089
C 1.348 -4.828 3.318
C 0.124 -4.453 4.180
H 3.150 -8.273 1.798
H 1.394 -8.141 2.398
H 2.746 -7.558 3.347
H 3.063 -5.660 1.648
H 2.083 -6.462 0.576
H -0.148 -3.977 1.680
H 1.328 -3.988 0.769
H -0.488 -4.389 -0.767
H 0.242 -6.013 -0.658
H -1.142 -5.735 0.195
H 1.890 -3.898 3.071
H 2.016 -5.413 3.902
H -0.575 -3.789 3.681
H 0.539 -3.892 5.027
H -0.391 -5.309 4.528